Entry A
Formula: C28H84O14
Source: the Open Molecules 2025 dataset
Level of theory: ωB97M-V/def2-TZVPD

Its HOMO energy is -0.3554 Eh. As for the net charge: 0.

Each line ends with the Mulliken charge.
Positions of all 126 atoms, in Å:
O1 4.47 -0.86 3.15  -0.54
O2 -1.31 0.79 -0.31  0.68
O3 -4.17 -0.65 0.36  -0.35
O4 2.16 -3.70 -0.57  -0.56
O5 -2.75 -1.22 4.90  -0.58
O6 4.10 1.89 -1.36  -0.32
O7 2.10 0.36 4.01  -0.55
O8 -0.83 3.98 -4.49  -0.57
O9 -2.63 -5.68 1.98  -0.57
O10 -2.92 2.10 -4.07  -0.48
O11 0.14 4.22 4.48  -0.52
O12 -4.99 4.02 1.72  -0.58
O13 -2.00 -1.57 -1.94  0.41
O14 3.81 -1.46 -1.75  -0.13
C1 -0.05 1.22 0.21  0.37
C2 -2.68 3.58 1.15  -0.64
C3 5.38 2.06 -3.45  -1.11
C4 0.90 0.04 0.16  0.08
C5 3.89 -3.91 1.12  -1.19
C6 -1.56 -2.26 -3.11  -0.21
C7 -1.12 -4.13 0.94  -0.02
C8 0.67 2.07 -4.16  0.03
C9 4.38 2.70 -2.48  0.23
C10 -4.78 -1.90 -0.02  0.05
C11 -2.50 -1.01 3.52  0.31
C12 4.82 -0.65 1.79  0.45
C13 -4.13 3.37 0.79  0.06
C14 3.61 -1.71 -3.13  -0.79
C15 -2.55 0.46 3.18  -0.39
C16 -3.81 1.57 -3.08  0.66
C17 0.36 3.53 -3.90  -0.32
C18 -1.97 -4.43 2.15  -0.37
C19 5.47 0.70 1.59  -0.93
C20 0.78 4.78 3.35  -0.35
C21 2.12 -1.47 -3.41  -0.10
C22 -1.08 -3.65 -2.75  -1.14
C23 -5.06 2.44 -3.02  -1.18
C24 1.02 -0.59 4.13  1.02
C25 -5.63 -1.75 -1.28  -1.06
C26 1.52 3.68 2.62  -0.32
C27 1.57 -1.99 4.28  -1.12
C28 2.44 -3.56 0.81  0.73
H1 6.05 2.81 -3.86  0.40
H2 -0.37 -4.93 0.90  0.35
H3 4.72 -1.71 -1.54  0.14
H4 -4.37 2.31 0.67  0.11
H5 1.96 4.04 1.68  0.40
H6 -0.78 -1.67 -3.59  0.10
H7 1.88 -1.55 -4.47  0.53
H8 4.86 3.59 -2.09  0.39
H9 1.88 -0.44 -3.15  -0.30
H10 -5.03 -2.03 -2.16  0.18
H11 3.56 1.13 -1.61  0.12
H12 -3.21 1.76 -4.92  0.24
H13 -3.06 -5.89 2.81  0.32
H14 -1.65 -4.26 0.00  0.08
H15 -2.43 3.03 2.06  0.06
H16 -1.35 -4.43 3.06  0.38
H17 6.06 1.42 -2.88  0.25
H18 -3.99 0.50 -3.11  0.11
H19 2.69 -3.02 -1.01  0.28
H20 1.96 0.98 4.73  0.28
H21 4.48 -3.28 0.44  0.10
H22 0.40 -0.86 0.53  -0.59
H23 -5.94 -0.72 -1.44  0.16
H24 -0.05 1.40 -3.69  0.01
H25 3.83 -2.74 -3.42  0.39
H26 4.83 1.50 1.97  0.17
H27 0.40 -0.51 3.24  -0.89
H28 5.58 0.92 0.52  0.15
H29 -4.89 3.47 -2.71  0.25
H30 -3.49 -0.54 -0.31  0.02
H31 -3.99 -2.63 -0.20  -0.05
H32 -2.75 0.68 2.13  -0.07
H33 1.42 -0.14 -0.78  0.00
H34 -0.24 1.43 1.26  -0.50
H35 4.26 -3.58 2.10  0.34
H36 3.93 -0.77 1.16  -0.31
H37 4.16 -4.96 1.01  0.34
H38 -1.90 -4.27 -2.37  0.35
H39 -0.57 -3.20 0.94  -0.29
H40 4.97 1.48 -4.28  0.26
H41 1.50 5.55 3.66  0.34
H42 -3.25 1.68 -2.15  -0.37
H43 -3.24 -1.56 2.91  0.05
H44 -0.66 -4.20 -3.60  0.45
H45 0.36 2.10 -0.30  0.32
H46 3.48 2.89 -3.08  -0.25
H47 2.24 -2.54 1.17  -0.58
H48 0.78 -2.72 4.48  0.38
H49 1.67 1.89 -3.76  -0.31
H50 1.67 0.15 0.93  0.19
H51 2.35 3.30 3.22  0.24
H52 -2.47 4.62 1.43  0.54
H53 -5.35 -2.25 0.84  0.48
H54 1.76 -4.22 1.35  0.45
H55 -1.50 3.28 -4.38  0.38
H56 -1.34 -0.94 -1.63  -0.36
H57 -2.73 -3.65 2.27  0.06
H58 2.09 -2.38 3.40  0.01
H59 0.86 2.82 2.51  -0.29
H60 3.64 -0.39 3.31  0.33
H61 4.14 -1.05 -3.82  0.40
H62 -2.08 3.29 0.29  0.09
H63 0.06 5.27 2.68  0.27
H64 -6.52 -2.37 -1.26  0.40
H65 -5.80 2.00 -2.35  0.33
H66 0.41 3.74 -2.82  0.18
H67 1.50 -2.22 -2.92  -0.03
H68 -4.29 3.83 -0.20  0.14
H69 2.30 -2.08 5.08  0.36
H70 -0.48 4.86 4.85  0.28
H71 -5.88 4.01 1.35  0.33
H72 -2.06 1.23 0.10  -0.61
H73 6.42 0.76 2.11  0.35
H74 -1.64 0.95 3.51  0.23
H75 -2.38 -2.30 -3.83  0.34
H76 -1.57 -1.49 3.21  -0.32
H77 -3.61 -1.59 5.05  0.32
H78 5.49 -1.45 1.47  0.35
H79 -0.28 -3.55 -2.01  0.08
H80 1.16 4.16 -4.29  0.34
H81 0.42 -0.37 5.01  0.55
H82 0.68 1.81 -5.22  0.36
H83 -5.49 2.47 -4.03  0.40
H84 -3.38 0.92 3.73  0.45

=====

Entry B
Formula: C28H84O14
Source: the Open Molecules 2025 dataset
Level of theory: ωB97M-V/def2-TZVPD

Its HOMO energy is -0.3436 Eh. As for the net charge: 0.

Each line ends with the Mulliken charge.
Positions of all 126 atoms, in Å:
O1 -3.38 -2.30 -1.37  -0.59
O2 2.83 -0.67 -2.94  0.12
O3 2.25 1.93 5.30  -0.51
O4 -3.88 0.36 -1.78  -0.35
O5 -4.17 1.12 4.99  -0.54
O6 0.08 -2.03 3.60  -0.68
O7 2.59 -1.04 -0.21  -0.76
O8 0.44 -0.06 1.24  2.55
O9 0.35 1.88 3.10  0.12
O10 -3.28 2.70 -0.34  -0.61
O11 -0.57 -3.30 -4.43  -0.62
O12 3.53 4.55 0.91  -0.64
O13 0.77 -4.84 -2.60  -0.62
O14 1.67 0.97 -5.06  -0.56
C1 -4.25 -1.70 0.81  -1.12
C2 -0.39 3.08 3.10  -0.18
C3 -4.45 0.46 -3.06  -0.35
C4 0.14 -2.22 6.01  -1.43
C5 -0.01 -2.09 -4.83  1.07
C6 -0.41 -0.06 -0.97  0.93
C7 -2.24 3.19 -1.15  0.99
C8 4.19 -1.07 -3.22  0.16
C9 -0.75 -0.24 0.46  0.40
C10 -0.73 -1.46 -6.00  -1.36
C11 0.54 -1.40 4.73  0.64
C12 -3.69 -2.82 -0.09  -0.21
C13 3.21 -1.82 0.76  0.59
C14 3.54 0.74 3.64  -0.56
C15 4.34 -2.59 0.06  -1.46
C16 -1.88 4.58 -0.74  -1.42
C17 0.57 1.62 -4.51  0.11
C18 1.04 -4.00 -1.50  0.47
C19 0.96 2.89 -3.73  -0.85
C20 4.29 -1.46 -4.69  -1.34
C21 2.52 3.64 1.25  0.17
C22 -0.25 -3.96 -0.69  -0.71
C23 -1.86 2.90 3.39  -1.13
C24 -3.24 -0.78 4.13  -0.42
C25 -3.26 0.08 -3.99  -0.69
C26 1.80 3.34 -0.06  -0.38
C27 3.48 1.95 4.62  -0.73
C28 -3.33 0.05 5.34  -0.54
H1 1.74 2.62 -3.01  0.05
H2 5.07 -1.98 -0.48  0.30
H3 -4.52 -2.11 1.78  0.40
H4 4.35 -1.99 -2.65  0.14
H5 -0.94 -2.31 6.10  0.29
H6 -3.22 -3.04 -1.95  0.28
H7 5.31 -1.67 -5.00  0.42
H8 2.57 0.57 3.15  -0.28
H9 -0.16 1.93 -5.26  0.55
H10 3.56 -1.13 1.54  -0.19
H11 -2.61 3.21 -2.17  0.29
H12 0.98 1.89 3.83  -0.22
H13 -5.28 -0.25 -3.02  0.29
H14 -0.62 -4.98 -0.59  0.52
H15 4.87 -0.26 -3.00  0.28
H16 2.66 -0.72 -1.99  0.18
H17 -1.50 0.49 0.79  0.02
H18 -2.76 5.21 -0.84  0.42
H19 -3.83 -0.53 6.11  0.41
H20 -2.96 -0.17 3.26  -0.20
H21 3.87 -3.19 -0.72  0.25
H22 -1.15 -1.23 0.66  -0.31
H23 1.43 4.17 -0.67  0.19
H24 -2.35 0.42 5.64  0.29
H25 0.17 -0.91 -1.34  -0.96
H26 -3.66 1.94 -0.78  0.47
H27 -2.30 3.89 3.40  0.51
H28 1.85 -0.58 0.20  -0.35
H29 2.97 2.74 1.65  -0.14
H30 3.52 2.83 3.99  0.20
H31 3.77 -2.40 -4.88  0.26
H32 -4.52 -3.51 -0.29  0.52
H33 2.54 2.85 -0.69  0.35
H34 -3.01 -0.97 -3.85  0.13
H35 2.38 -2.38 1.19  0.23
H36 4.30 0.85 2.87  0.44
H37 -0.48 -0.40 -6.06  0.21
H38 1.35 3.70 -4.35  0.42
H39 -0.19 3.62 2.17  0.03
H40 -2.80 -3.31 0.30  0.18
H41 -4.10 1.73 5.72  0.34
H42 3.97 -0.68 -5.38  0.29
H43 -0.64 -1.92 -6.98  0.39
H44 -1.62 4.65 0.32  0.20
H45 4.90 -3.16 0.80  0.44
H46 4.28 2.03 5.35  0.43
H47 -1.35 2.60 -0.97  -0.51
H48 -3.40 0.20 -5.07  0.56
H49 -0.03 -1.45 -3.95  -0.49
H50 0.11 0.95 -3.78  -0.24
H51 -4.21 -1.23 3.92  0.44
H52 1.01 2.62 0.14  -0.17
H53 -2.50 -1.54 4.36  0.21
H54 -1.97 2.50 4.40  0.26
H55 0.12 3.23 -3.14  0.09
H56 -2.38 0.70 -3.84  -0.01
H57 2.33 1.28 6.00  0.28
H58 0.11 -3.71 -3.89  0.38
H59 0.64 -5.73 -2.27  0.34
H60 1.34 -2.99 -1.79  -0.33
H61 1.03 -2.25 -5.11  0.15
H62 0.34 0.70 1.81  -0.93
H63 0.11 -0.40 4.80  -0.17
H64 -1.32 0.02 -1.56  -0.08
H65 -0.12 -3.44 0.26  -0.02
H66 0.54 -1.71 6.89  0.37
H67 -4.82 1.45 -3.31  0.32
H68 -5.13 -1.29 0.31  0.38
H69 1.61 -1.20 4.65  0.17
H70 3.76 -0.08 4.32  0.60
H71 -1.05 4.95 -1.34  0.27
H72 -2.35 2.28 2.64  0.03
H73 4.24 4.08 0.47  0.37
H74 1.76 -4.41 -0.79  0.33
H75 0.33 -1.49 2.85  -0.01
H76 -3.60 -0.86 1.04  0.10
H77 2.08 0.48 -4.34  0.25
H78 0.07 3.78 3.80  0.42
H79 -0.91 -3.37 -1.32  0.08
H80 1.93 4.04 2.08  0.25
H81 -3.62 -0.54 -1.59  -0.06
H82 0.24 0.79 -1.13  -0.27
H83 0.61 -3.20 5.95  0.39
H84 -1.80 -1.44 -5.79  0.29

=====

If you had to name the least stable structure above, which would it be? It would be entry A.